Molecular formula: C68H161N11O13
Method: DFT, wB97M-V/def2-TZVPD

Structure (XYZ):
```
253
Properties=species:S:1:pos:R:3
C 7.73 2.64 -1.80
C 6.32 3.28 -1.86
C 6.31 4.78 -2.01
O 5.00 5.37 -1.77
C 5.13 6.78 -1.91
N 5.60 2.69 -2.97
H 8.27 3.13 -0.99
H 8.39 2.66 -2.66
H 7.73 1.58 -1.54
H 5.80 3.09 -0.93
H 6.57 5.10 -3.02
H 6.90 5.27 -1.23
H 4.16 7.25 -2.08
H 5.80 7.05 -2.72
H 5.51 7.27 -1.01
H 6.17 2.92 -3.77
H 4.82 3.30 -3.19
C 1.17 2.97 5.46
C -0.32 2.53 5.54
C -1.11 2.69 4.22
O -2.42 2.34 4.67
C -3.44 2.13 3.66
N -0.39 1.09 5.91
H 1.26 4.05 5.55
H 1.72 2.74 4.55
H 1.78 2.54 6.26
H -0.82 3.15 6.28
H -0.65 1.96 3.54
H -0.93 3.69 3.83
H -3.80 1.11 3.81
H -3.03 2.20 2.65
H -4.27 2.83 3.73
H -0.50 0.91 6.90
H -1.21 0.60 5.59
C -6.79 -4.27 -4.25
C -6.47 -5.79 -4.64
C -5.81 -6.60 -3.59
O -4.47 -6.26 -3.63
C -3.95 -5.56 -2.45
N -7.74 -6.36 -5.02
H -7.17 -3.61 -5.02
H -5.82 -3.79 -4.12
H -7.42 -4.17 -3.36
H -5.85 -5.59 -5.51
H -6.00 -7.67 -3.59
H -6.29 -6.32 -2.64
H -4.77 -5.05 -1.93
H -3.05 -4.94 -2.52
H -3.47 -6.34 -1.85
H -8.29 -6.53 -4.19
H -7.53 -7.27 -5.39
C 5.41 -5.59 -1.15
C 5.09 -4.83 -2.40
C 3.56 -4.59 -2.65
O 2.87 -4.38 -1.44
C 2.73 -3.15 -0.84
N 5.77 -3.47 -2.43
H 5.04 -5.30 -0.16
H 6.50 -5.69 -1.11
H 4.94 -6.57 -1.24
H 5.47 -5.40 -3.24
H 3.04 -5.49 -2.97
H 3.39 -3.74 -3.32
H 2.24 -2.47 -1.54
H 3.64 -2.65 -0.51
H 2.06 -3.23 0.02
H 5.46 -2.81 -1.73
H 5.81 -3.00 -3.32
C -0.80 -0.54 0.95
C -0.08 0.73 0.40
C 1.24 0.38 -0.41
O 1.61 1.70 -0.74
C 2.60 1.91 -1.79
N -1.08 1.39 -0.50
H -0.15 -1.24 1.47
H -1.27 -1.18 0.20
H -1.64 -0.30 1.61
H 0.32 1.31 1.23
H 1.01 -0.18 -1.31
H 1.77 -0.28 0.27
H 2.19 1.36 -2.64
H 3.54 1.53 -1.40
H 2.67 2.95 -2.13
H -1.45 0.80 -1.24
H -0.68 2.16 -1.01
C -6.21 -0.80 -4.26
O -4.95 -0.39 -3.85
C -3.97 -1.31 -3.49
C -2.99 -0.61 -2.48
N -1.95 0.34 -3.04
C -0.90 -0.40 -3.82
C -0.27 -1.70 -3.34
O -0.76 -2.90 -3.99
C -0.09 -4.06 -3.58
H -6.61 -1.69 -3.79
H -6.26 -0.75 -5.35
H -6.87 0.03 -4.01
H -3.44 -1.74 -4.34
H -4.46 -2.18 -3.03
H -2.55 -1.45 -1.94
H -3.64 -0.01 -1.85
H -2.48 0.96 -3.63
H -0.10 0.34 -3.84
H -1.34 -0.65 -4.79
H -0.58 -1.90 -2.31
H 0.81 -1.60 -3.36
H -0.19 -4.23 -2.51
H 0.97 -4.03 -3.83
H -0.42 -4.96 -4.10
C 2.04 5.60 0.57
O 2.87 5.57 1.68
C 3.98 4.79 1.55
C 3.48 3.31 1.32
N 4.38 2.46 1.97
C 4.13 1.01 1.70
C 5.52 0.38 1.91
O 5.61 0.14 3.27
C 6.82 -0.46 3.64
H 1.15 6.18 0.82
H 1.60 4.64 0.31
H 2.53 6.12 -0.24
H 4.34 4.96 2.57
H 4.71 5.20 0.85
H 3.33 3.28 0.24
H 2.47 3.07 1.65
H 4.70 2.68 2.90
H 3.69 0.86 0.71
H 3.37 0.64 2.39
H 6.27 1.00 1.43
H 5.61 -0.58 1.39
H 7.29 -1.33 3.18
H 6.62 -1.04 4.54
H 7.60 0.26 3.90
C -2.58 -1.71 4.12
C -3.50 -2.87 3.50
C -2.87 -3.14 2.16
C -3.39 -4.42 1.57
C -3.02 -5.62 2.46
C -3.59 -5.46 3.93
N -3.42 -4.03 4.40
O -3.84 -3.87 5.70
C -5.09 -5.73 3.78
C -2.82 -6.50 4.76
C -4.94 -2.36 3.16
H -1.72 -2.12 4.64
H -3.17 -1.21 4.89
H -2.27 -0.93 3.42
H -3.13 -2.34 1.47
H -1.79 -3.24 2.28
H -2.73 -4.48 0.70
H -4.36 -4.32 1.09
H -1.98 -5.93 2.40
H -3.57 -6.41 1.95
H -5.50 -5.09 3.01
H -5.48 -6.75 3.77
H -5.51 -5.35 4.71
H -2.71 -7.53 4.41
H -1.78 -6.20 4.86
H -3.30 -6.64 5.73
H -5.43 -2.95 2.38
H -4.78 -1.33 2.84
H -5.53 -2.45 4.07
H -3.12 -3.51 6.21
C -6.47 2.55 1.33
C -5.86 1.62 0.28
C -6.90 1.29 -0.78
C -7.32 2.46 -1.58
C -6.13 3.06 -2.33
C -4.96 3.38 -1.39
N -4.73 2.25 -0.51
O -3.72 2.47 0.36
C -3.83 3.35 -2.42
C -5.18 4.73 -0.59
C -5.48 0.30 0.91
H -7.34 1.98 1.66
H -6.87 3.38 0.74
H -5.78 2.73 2.15
H -6.54 0.44 -1.36
H -7.83 0.93 -0.34
H -7.94 3.13 -0.99
H -8.07 2.18 -2.33
H -6.53 3.99 -2.76
H -5.95 2.51 -3.25
H -2.87 3.67 -2.04
H -3.70 2.32 -2.75
H -4.02 3.89 -3.35
H -4.82 5.60 -1.14
H -6.22 4.90 -0.30
H -4.48 4.83 0.23
H -4.86 0.53 1.78
H -5.00 -0.26 0.10
H -6.31 -0.26 1.32
H -3.07 1.89 -0.04
C 1.34 -2.33 5.81
C 2.78 -1.89 5.12
C 3.02 -0.42 5.47
C 3.55 -0.24 6.91
C 4.80 -0.99 7.25
C 4.60 -2.52 6.89
N 3.98 -2.66 5.50
O 3.94 -3.93 5.14
C 6.06 -3.13 6.74
C 3.89 -3.30 7.98
C 2.64 -1.84 3.57
H 1.21 -1.85 6.78
H 1.12 -3.38 5.96
H 0.46 -2.01 5.25
H 3.71 0.11 4.82
H 2.05 0.07 5.46
H 2.80 -0.66 7.58
H 3.67 0.79 7.24
H 5.27 -0.89 8.23
H 5.64 -0.58 6.68
H 6.67 -2.80 5.90
H 6.72 -2.91 7.58
H 6.00 -4.21 6.88
H 2.85 -3.01 7.81
H 4.07 -4.34 7.71
H 4.29 -3.08 8.97
H 3.58 -1.44 3.16
H 1.91 -1.07 3.31
H 2.47 -2.77 3.03
H 4.64 -3.85 4.49
C 4.30 4.05 -5.42
C 2.92 4.38 -6.13
C 2.63 3.15 -6.95
C 1.15 2.96 -7.36
C 0.33 3.16 -6.08
C 0.43 4.36 -5.16
N 1.88 4.72 -5.06
O 2.20 5.93 -4.26
C -0.32 5.61 -5.65
C -0.06 3.87 -3.73
C 3.09 5.61 -7.06
H 4.81 4.99 -5.25
H 4.94 3.37 -5.99
H 4.01 3.67 -4.44
H 3.28 3.17 -7.82
H 2.92 2.19 -6.51
H 1.04 2.03 -7.92
H 0.92 3.78 -8.05
H 0.20 2.29 -5.44
H -0.65 3.29 -6.53
H -0.02 6.50 -5.10
H -0.15 6.03 -6.65
H -1.38 5.50 -5.44
H -0.92 3.21 -3.79
H 0.69 3.32 -3.15
H -0.41 4.69 -3.10
H 3.50 6.56 -6.72
H 2.26 5.87 -7.71
H 3.69 5.24 -7.89
H 2.71 5.57 -3.53
```

Computed properties:
total charge	0
LUMO	0.365	eV
energy relative to the best compared isomer or geometry (same formula, charge and spin)	7.539	eV
E	-4267.2057	Ha
strongest force on any atom	5.50	eV/A
E_HOMO	-0.2904	Ha